[1]
{"formula": "C40H38OP2RhSi", "method": "the ωB97M-V functional and the def2-TZVPD basis", "lumo_ev": -3.45, "multiplicity": 1, "total_charge": 1, "orbital_gap_ev": 7.7, "de_lowest_kcal_mol": 0.0, "total_energy_ev": -73604.584, "elements": ["Rh", "C", "Si", "C", "C", "C", "C", "C", "C", "P", "C", "C", "C", "C", "C", "C", "C", "C", "C", "C", "C", "C", "C", "C", "C", "C", "C", "C", "P", "C", "C", "C", "C", "C", "C", "C", "C", "C", "C", "C", "C", "H", "H", "H", "H", "H", "H", "H", "H", "H", "H", "H", "H", "H", "H", "H", "H", "H", "H", "H", "H", "H", "H", "H", "H", "H", "H", "H", "H", "H", "H", "H", "C", "C", "C", "O", "H", "H", "H", "H", "H", "H", "H"], "coordinates": [[0.36, 1.16, 0.57], [1.36, 0.72, 4.06], [0.38, 0.07, 2.61], [-1.46, 0.11, 2.99], [-2.01, 0.12, 4.28], [-3.38, 0.07, 4.47], [-4.24, -0.01, 3.37], [-3.72, -0.01, 2.09], [-2.34, 0.08, 1.91], [-1.58, 0.09, 0.27], [-1.97, -1.58, -0.35], [-1.46, -2.70, 0.29], [-1.88, -3.97, -0.07], [-2.82, -4.14, -1.07], [-3.36, -3.03, -1.70], [-2.95, -1.75, -1.34], [-2.47, 1.23, -0.81], [-3.31, 2.21, -0.30], [-3.95, 3.09, -1.15], [-3.74, 3.01, -2.52], [-2.87, 2.06, -3.04], [-2.23, 1.17, -2.19], [1.00, -1.71, 2.38], [0.91, -2.76, 3.30], [1.50, -3.98, 3.03], [2.23, -4.17, 1.86], [2.34, -3.14, 0.94], [1.70, -1.93, 1.20], [1.72, -0.49, 0.11], [3.41, 0.16, 0.06], [3.82, 1.05, 1.05], [5.13, 1.51, 1.07], [6.02, 1.08, 0.11], [5.62, 0.20, -0.89], [4.31, -0.26, -0.92], [1.33, -0.99, -1.58], [1.43, -0.01, -2.58], [1.00, -0.29, -3.87], [0.47, -1.54, -4.17], [0.38, -2.51, -3.18], [0.81, -2.24, -1.89], [1.25, -0.02, 4.86], [1.02, 1.68, 4.44], [2.42, 0.80, 3.83], [-1.36, 0.17, 5.15], [-3.79, 0.08, 5.47], [-5.31, -0.06, 3.52], [-4.39, -0.06, 1.23], [-0.75, -2.60, 1.09], [-1.47, -4.83, 0.44], [-3.15, -5.13, -1.35], [-4.11, -3.15, -2.47], [-3.40, -0.90, -1.83], [-3.47, 2.29, 0.77], [-4.61, 3.85, -0.75], [-4.25, 3.70, -3.19], [-2.69, 2.01, -4.10], [-1.54, 0.44, -2.60], [0.36, -2.63, 4.23], [1.42, -4.79, 3.74], [2.71, -5.12, 1.66], [2.91, -3.28, 0.03], [3.11, 1.40, 1.79], [5.44, 2.20, 1.84], [7.05, 1.44, 0.12], [6.32, -0.13, -1.64], [4.00, -0.95, -1.70], [1.84, 0.96, -2.36], [1.09, 0.47, -4.64], [0.13, -1.75, -5.17], [-0.03, -3.49, -3.42], [0.74, -3.01, -1.14], [-0.36, 4.84, -1.56], [0.35, 3.50, -1.43], [1.86, 3.67, -1.51], [0.00, 2.90, -0.20], [-0.07, 5.35, -2.48], [-0.10, 5.47, -0.72], [-1.44, 4.70, -1.57], [0.02, 2.84, -2.25], [2.20, 4.33, -0.70], [2.17, 4.11, -2.46], [2.38, 2.72, -1.39]], "lowdin_charge": [0.627, -0.178, 0.540, -0.269, -0.072, -0.055, -0.053, -0.074, -0.357, 1.014, -0.304, -0.092, -0.058, -0.060, -0.057, -0.068, -0.355, -0.072, -0.062, -0.066, -0.061, -0.118, -0.305, -0.072, -0.053, -0.053, -0.071, -0.366, 0.918, -0.333, -0.091, -0.058, -0.058, -0.058, -0.073, -0.341, -0.099, -0.067, -0.061, -0.056, -0.087, 0.040, 0.043, 0.021, 0.106, 0.113, 0.114, 0.118, 0.083, 0.113, 0.112, 0.113, 0.097, 0.109, 0.114, 0.112, 0.113, 0.102, 0.113, 0.113, 0.113, 0.117, 0.076, 0.113, 0.113, 0.113, 0.109, 0.088, 0.114, 0.112, 0.113, 0.090, -0.049, -0.561, -0.063, -0.369, 0.084, 0.087, 0.061, 0.114, 0.088, 0.086, 0.042]}

=====

[2]
{"formula": "C40H39N6S3Tl", "method": "the ωB97M-V functional and the def2-TZVPD basis", "lumo_ev": -6.04, "multiplicity": 1, "total_charge": 2, "orbital_gap_ev": 6.8, "de_lowest_kcal_mol": 0.0, "total_energy_ev": -88240.993, "elements": ["Tl", "C", "C", "C", "C", "C", "C", "C", "C", "C", "C", "H", "H", "H", "H", "H", "H", "H", "H", "H", "H", "H", "H", "H", "H", "C", "C", "N", "C", "S", "N", "N", "C", "C", "C", "C", "C", "C", "C", "N", "H", "H", "H", "H", "H", "H", "H", "H", "H", "H", "H", "H", "H", "S", "C", "C", "C", "C", "C", "C", "N", "C", "C", "C", "C", "C", "C", "C", "C", "N", "C", "C", "C", "C", "C", "S", "C", "H", "H", "H", "H", "H", "H", "H", "H", "H", "H", "H", "H"], "coordinates": [[-0.41, 0.83, -1.39], [5.19, 0.22, 1.89], [3.74, 0.56, 2.24], [3.59, 0.66, 3.75], [2.81, -0.45, 1.59], [2.73, -0.51, 0.19], [2.00, -1.51, -0.45], [1.31, -2.48, 0.28], [0.58, -3.59, -0.42], [1.36, -2.40, 1.66], [2.10, -1.41, 2.31], [5.87, 0.96, 2.31], [5.36, 0.19, 0.81], [5.46, -0.76, 2.29], [3.51, 1.54, 1.80], [3.97, -0.24, 4.24], [2.55, 0.80, 4.06], [4.17, 1.50, 4.13], [3.31, 0.20, -0.39], [2.04, -1.59, -1.53], [0.20, -3.28, -1.40], [-0.26, -3.96, 0.17], [1.25, -4.44, -0.59], [0.84, -3.14, 2.26], [2.14, -1.41, 3.39], [-6.09, -0.69, -3.49], [-5.54, -0.72, -2.07], [-4.68, 0.42, -1.77], [-3.40, 0.49, -2.13], [-2.60, 2.03, -1.80], [-2.86, -0.56, -2.72], [-1.52, -0.44, -2.94], [-0.94, -0.77, -4.03], [-1.63, -1.38, -5.20], [0.51, -0.40, -4.11], [1.30, -0.84, -5.17], [2.61, -0.41, -5.26], [3.11, 0.45, -4.30], [2.28, 0.85, -3.27], [1.01, 0.44, -3.18], [-6.73, -1.55, -3.67], [-5.27, -0.72, -4.22], [-6.67, 0.21, -3.67], [-4.96, -1.63, -1.90], [-6.35, -0.71, -1.35], [-5.11, 1.27, -1.44], [-2.70, -1.31, -5.06], [-1.37, -2.44, -5.28], [-1.34, -0.89, -6.12], [0.88, -1.51, -5.91], [3.24, -0.76, -6.07], [4.13, 0.81, -4.34], [2.64, 1.50, -2.49], [-3.60, -3.95, 0.00], [-4.24, -5.34, 0.75], [-4.00, -5.36, 2.09], [-3.29, -4.21, 2.52], [-3.00, -3.34, 1.50], [-2.28, -2.07, 1.59], [-1.79, -1.46, 0.42], [-1.11, -0.33, 0.44], [-0.88, 0.32, 1.59], [-1.36, -0.20, 2.81], [-1.12, 0.53, 4.02], [-0.46, 1.70, 4.01], [0.06, 2.24, 2.78], [0.80, 3.43, 2.74], [1.32, 3.90, 1.55], [1.03, 3.15, 0.40], [0.33, 2.03, 0.42], [-0.15, 1.55, 1.58], [2.13, 5.12, 1.47], [2.58, 5.89, 2.51], [3.35, 7.00, 2.08], [3.48, 7.05, 0.72], [2.66, 5.76, -0.04], [-2.06, -1.41, 2.78], [-4.76, -6.08, 0.16], [-4.32, -6.15, 2.74], [-3.00, -4.05, 3.55], [-1.94, -1.92, -0.55], [-1.50, 0.12, 4.95], [-0.28, 2.25, 4.92], [0.96, 3.97, 3.66], [1.39, 3.48, -0.57], [2.37, 5.68, 3.55], [3.79, 7.72, 2.74], [4.00, 7.78, 0.13], [-2.45, -1.81, 3.71]], "lowdin_charge": [0.920, -0.051, -0.382, -0.070, -0.201, -0.051, -0.069, -0.286, -0.031, -0.027, -0.007, 0.087, 0.074, 0.096, 0.127, 0.091, 0.064, 0.088, 0.108, 0.103, 0.075, 0.071, 0.098, 0.125, 0.114, -0.070, -0.223, -0.005, -0.781, 0.674, 0.030, -0.097, -0.232, 0.012, -0.193, 0.029, 0.006, -0.006, -0.102, 0.011, 0.083, 0.061, 0.082, 0.087, 0.123, 0.128, 0.077, 0.110, 0.101, 0.126, 0.133, 0.128, 0.119, 1.060, -0.378, -0.151, -0.098, -0.489, -0.174, -0.078, 0.043, -0.151, -0.110, 0.017, 0.009, -0.111, 0.088, -0.174, -0.060, 0.025, -0.150, -0.488, -0.098, -0.151, -0.378, 1.067, 0.088, 0.080, 0.117, 0.118, 0.092, 0.132, 0.133, 0.136, 0.102, 0.116, 0.117, 0.081, 0.138]}

=====

Which formula does entry 2 have? C40H39N6S3Tl